Formula: C7H8ClOP
Source: the Open Molecules 2025 dataset
Level of theory: wB97M-V/def2-TZVPD

CARTESIAN COORDINATES (ANGSTROEM)
1 P -0.26777 -2.38124 -1.61109
2 H -1.18697 -2.29024 -3.59207
3 H -1.00323 0.23622 -2.18956
4 C -0.57323 0.81515 2.06261
5 C 1.71356 1.16817 1.46087
6 C 0.08219 0.52661 -0.27197
7 H 2.80111 1.22720 1.55891
8 C -0.90842 0.63478 0.73155
9 O -1.40461 -2.59626 -2.76991
10 H 0.86231 1.47100 3.38983
11 C 0.71433 1.25802 2.42596
12 C -0.14969 0.14785 -1.63698
13 H -1.32988 0.71170 2.82523
14 H -1.93366 0.34453 0.31193
15 H 2.19893 0.42123 -0.45253
16 Cl -1.58718 -2.63416 -0.11307
17 C 1.38690 0.65802 0.21013
18 H 0.58530 0.28143 -2.33983

For the HOMO energy, the calculation gives -7.55 eV. Its orbital gap is 0.27784 Eh. The maximum force is 4.14 eV/Å. Its energy relative to the best compared isomer or geometry (same formula, charge and spin) is 21.88 kcal/mol.